1.
A molecular structure, C3H2Li2O3Y. Source: the Open Molecules 2025 dataset; level of theory: wB97M-V/def2-TZVPD.

Summary:
HOMO-LUMO gap (spin up / spin down) (eV): 6.8854 / 6.0707
HOMO level (spin up / spin down) (Ha): -0.6950 / -0.6701
E (eV): -10704.295
Charge: +3
ΔE to the lowest compared entry with this formula, charge and spin (kcal per mole): 80.6

Atoms and positions in Å:
C -2.09298 0.07963 0.60377
H -1.67957 0.67145 1.41991
O -3.28284 -0.20657 0.48225
O 2.40925 -0.82323 -0.98038
H -1.09024 -1.48319 -0.74919
C -1.00585 -0.47478 -0.34059
Li -4.64896 0.57368 -0.46254
O 0.03586 0.28130 -0.53651
C 1.54452 -0.10944 -1.04829
Li -3.69967 -1.92959 1.02383
Y 2.28442 0.65741 1.24305

Charge distribution, natural (NBO) scheme, values in e: 0.278, 0.177, -0.907, -0.475, 0.205, 0.191, 0.991, -0.621, 0.438, 0.988, 1.735

***

2.
A molecular structure, C37H53BCdN10O5PS4. Source: the Open Molecules 2025 dataset; level of theory: wB97M-V/def2-TZVPD.

Summary:
HOMO-LUMO gap (spin up / spin down) (eV): 4.9019 / 4.9081
HOMO level (spin up / spin down) (Ha): -0.0324 / -0.0327
E (eV): -122243.595
Spin multiplicity: 2
Charge: -2
ΔE to the lowest compared entry with this formula, charge and spin (kcal per mole): 23.9

Atoms and positions in Å:
C 2.61404 -3.91762 -0.51360
H 0.83866 -0.31945 -5.74662
H 3.20073 1.84027 -2.27474
C 1.23030 -3.64105 -0.53289
N -0.35614 -0.93439 2.34483
C 3.67553 1.87571 0.70772
H 0.16868 3.89904 -2.04283
C 1.59863 -0.15782 -4.98114
H -2.49968 -1.89233 -4.54660
C -2.42476 2.61660 3.31899
C -0.05513 -2.81215 -5.63330
S -6.67460 -0.28663 -0.10501
H -2.50645 2.16867 2.32460
H 1.21138 3.48039 5.22403
H -4.23828 -0.73305 -3.51146
H -0.51150 -2.23676 -6.44885
C -4.04085 0.33136 -3.47763
H 1.46520 1.65006 -1.93793
Cd -0.96450 -0.18490 0.16811
C -4.34438 -1.53148 -0.22063
O 0.31039 3.97289 2.76186
H -0.12416 2.37279 -0.24761
H 0.42287 -4.20490 -2.43700
H -1.09178 4.13353 -3.26955
H -5.71611 0.85195 -4.71830
C 2.40160 2.05748 -1.55928
H -3.01663 -0.15301 2.54853
C -4.87165 1.21660 -4.14523
C -1.82963 -2.52365 -3.95866
S -2.67502 -2.08784 -0.21594
N 2.09409 0.36387 0.19599
H -3.09630 3.44506 -0.23896
O 1.26691 1.88692 3.88920
H 0.86702 5.43948 1.45936
N 0.93231 -2.69699 0.34663
H 2.21736 4.47712 2.11716
H 2.32126 2.13365 5.60048
H -0.92378 -1.32630 5.54853
H 2.70925 -3.85695 2.96608
H -0.39301 -3.84782 -5.72980
H -3.04753 -1.88630 2.73663
C 0.80896 -1.29569 4.18950
N -0.44760 -2.30501 -4.34220
C 5.56181 -1.35622 5.75592
N 4.05381 -1.05910 3.84547
N 0.89198 -1.13208 2.85463
H 0.07928 -5.34263 -1.13227
H 2.56470 -0.03798 -5.47554
C 0.17707 -4.28101 -1.37494
C 1.18789 4.43827 1.75000
H 3.15794 -4.63063 -1.11208
H 4.32808 2.73167 0.64716
C -2.98066 0.79684 -2.70957
N 1.65977 -1.30481 -4.07785
N 3.26300 -1.82024 3.05611
S -5.43264 -2.79445 -0.81629
C 2.70898 1.45813 -0.22721
C 4.16814 -3.19822 4.52594
H 4.44029 -4.08101 5.08011
H -2.08676 -3.57158 -4.13230
H -0.13082 2.64513 -3.26034
H 1.69031 -1.44344 4.78853
H 5.06604 -0.65545 6.42982
H -1.96600 -2.29893 -2.90182
B 2.20859 -1.27054 2.04318
H 4.13351 0.85974 2.64917
H 4.12836 -2.90884 0.78151
H 2.30564 3.14356 -1.49249
C -2.23191 3.83318 -0.77741
C -1.20895 -1.01724 3.36258
H -3.41482 4.10364 -3.18260
H 1.16611 3.78801 0.87076
C 3.30649 -3.10758 3.45689
H 2.35089 -0.31574 -2.31272
C 3.11984 -3.05914 0.43250
C -1.63119 2.72470 -1.67581
H 5.96463 -2.17500 6.35298
C -4.62065 2.57766 -4.04556
C 3.60005 0.94949 1.72162
C -2.74436 2.15563 -2.55930
H -1.48430 4.16301 -0.05128
C -0.60694 3.39492 -2.62446
H 3.59683 -0.84534 -3.48096
H 1.02595 -2.77607 -5.73097
O 0.01996 -1.16042 -2.44037
H -2.35851 0.08300 -2.19103
C -0.87434 1.77125 -0.77308
H -3.16713 2.14708 3.96076
H 1.35780 0.77139 -4.44892
S -4.22243 1.12551 0.69579
H 2.76343 -2.01791 -2.44516
C -3.57092 3.03432 -3.26399
C 1.33690 2.39501 5.21260
C -6.94553 -1.90601 -0.71392
C -0.50901 -1.23042 4.55949
N 2.65402 0.04941 1.38852
H -2.54428 4.70592 -1.35960
C -2.68652 -0.96536 3.19859
C -4.91465 -0.35279 0.11641
H 0.56481 1.93977 5.83410
H 6.39584 -0.83038 5.28902
C 4.60897 -1.87685 4.72545
H -0.78438 -3.80075 -1.20653
C 2.64230 -1.09859 -3.01420
H -5.25777 3.28944 -4.55932
H -3.16004 -0.84458 4.17463
H -2.60855 3.69034 3.25286
O -1.13555 2.37977 3.89897
O -8.03091 -2.36862 -1.01642
C 0.35966 -1.56373 -3.53412
N 2.09236 -2.35329 0.94797
P 0.10280 2.32585 2.84791

Results of the Mulliken charge analysis, in e, for atoms 1 through 99: -1.934, 0.276, 0.442, 0.716, 0.159, -1.912, 0.262, -0.844, 0.385, -0.253, -1.307, -0.219, -0.293, 0.288, 0.625, 0.313, -0.606, -0.273, 1.803, -0.171, -0.500, 1.152, 0.126, 0.483, 0.380, -1.208, -0.171, -0.915, -0.700, -0.791, 0.423, 0.242, -0.084, 0.263, -0.756, 0.271, 0.195, 0.390, 0.514, 0.361, 0.287, -0.266, 0.684, -1.325, -1.313, 0.643, 0.401, 0.398, -0.878, -0.539, 0.372, 0.452, 0.621, 0.118, 0.850, -0.221, 0.858, -1.394, 0.370, 0.398, 0.095, 0.308, 0.261, -0.143, 0.323, 0.542, 0.627, 0.400, -1.639, 0.373, 0.290, 0.032, -0.410, 0.411, -0.209, 3.362, 0.353, -0.897, -0.175, -0.684, 0.249, -1.715, 0.339, 0.418, -0.688, 0.511, -0.970, 0.261, 0.069, -0.569, 0.076, -0.335, -0.893, 0.644, -1.715, 0.302, 0.365, -1.238, 0.082

***

3.
A single CH3IOS molecule. Source: the Open Molecules 2025 dataset; level of theory: wB97M-V/def2-TZVPD.

Summary:
HOMO-LUMO gap (eV): 8.1049
HOMO level (Ha): -0.3514
E (eV): -22067.757
Charge: 0
ΔE to the lowest compared entry with this formula, charge and spin (kcal per mole): 7.4

Atoms and positions in Å:
S -1.68178 0.76804 1.00331
O -1.70824 0.04345 2.27452
H 0.22107 0.91341 -0.34271
H 0.29352 -0.55841 0.82948
H -0.57487 -0.67053 -0.70021
I -0.68998 3.14707 1.67034
C -0.19166 0.11360 0.12622

Charge distribution, natural (NBO) scheme, values in e: 1.170, -0.875, 0.238, 0.261, 0.234, -0.215, -0.813

***

4.
A single C3H10N2O molecule. Source: the Open Molecules 2025 dataset; level of theory: wB97M-V/def2-TZVPD.

Summary:
HOMO-LUMO gap (eV): 10.4465
HOMO level (Ha): -0.3473
E (eV): -8299.168
SMILES: NC[C@H](N)CO
Charge: 0
ΔE to the lowest compared entry with this formula, charge and spin (kcal per mole): 53.9

Atoms and positions in Å:
C -0.08897 0.40014 0.25215
H 1.02153 -1.17646 0.94513
O 2.10918 0.53523 1.38414
N -1.58119 -1.56374 -0.34278
H -2.22719 -1.29731 0.40786
N 0.05497 1.79143 -0.16272
H 0.67907 2.09707 0.59516
C -0.82784 -0.33918 -0.89930
H -0.19958 -0.82991 -1.69020
H -1.40676 0.34451 -1.46199
H 1.68815 -0.52210 -0.55295
H -0.80460 2.16291 0.08443
H -0.64307 0.02635 1.23904
C 1.31002 -0.28868 0.36633
H 3.02649 0.55710 0.93426
H -2.11021 -1.89738 -1.09854

Charge distribution, natural (NBO) scheme, values in e: -0.075, 0.188, -0.748, -0.843, 0.347, -0.810, 0.371, -0.223, 0.184, 0.178, 0.179, 0.346, 0.167, -0.084, 0.472, 0.350

***

What is the formula in the second record?
C37H53BCdN10O5PS4